{
  "formula": "C80H66ClNO23",
  "method": "the ωB97M-V functional and the def2-TZVPD basis",
  "species": ["C", "C", "C", "C", "C", "C", "C", "C", "N", "C", "O", "C", "C", "C", "C", "C", "C", "C", "C", "O", "Cl", "C", "C", "C", "O", "H", "H", "H", "H", "H", "H", "H", "H", "H", "H", "H", "H", "H", "H", "H", "H", "H", "H", "H", "H", "H", "H", "H", "H", "H", "H", "O", "C", "C", "C", "C", "O", "C", "C", "H", "H", "H", "H", "O", "C", "C", "C", "C", "O", "C", "C", "H", "H", "H", "H", "O", "C", "C", "C", "C", "O", "C", "C", "H", "H", "H", "H", "O", "C", "C", "C", "C", "O", "C", "C", "H", "H", "H", "H", "O", "C", "C", "C", "C", "O", "C", "C", "H", "H", "H", "H", "O", "C", "C", "C", "C", "O", "C", "C", "H", "H", "H", "H", "O", "C", "C", "C", "C", "O", "C", "C", "H", "H", "H", "H", "O", "C", "C", "C", "C", "O", "C", "C", "H", "H", "H", "H", "O", "C", "C", "C", "C", "O", "C", "C", "H", "H", "H", "H", "O", "C", "C", "C", "C", "O", "C", "C", "H", "H", "H", "H"],
  "coordinates": [[3.43279, -2.72864, 3.60601], [3.76819, -1.12317, 3.42947], [2.52708, -0.27655, 4.12827], [1.17910, -0.21131, 3.15230], [1.07415, 1.28812, 2.49882], [-0.40558, 1.69798, 1.92568], [-1.24062, 0.48084, 1.21316], [-1.81642, 0.88184, -0.30504], [-3.32693, 0.80886, -0.40261], [-3.95740, -0.58489, -0.27888], [-3.73659, -1.65559, -1.06246], [-4.95086, -0.36076, 1.00968], [-5.84640, -1.40943, 1.90347], [-6.69800, -0.76319, 3.18755], [-7.55487, -1.87825, 4.08744], [-8.96836, -2.17959, 3.27514], [-6.68821, 0.83110, 3.59546], [-7.49108, 1.47824, 4.87921], [-9.08483, 1.09898, 4.95374], [-9.91123, 0.97837, 3.90900], [-9.79808, 0.86029, 6.68819], [-5.81413, 1.88383, 2.64732], [-4.97174, 1.23787, 1.37968], [-3.98986, 1.99726, 0.29428], [-3.79969, 3.31159, 0.11656], [3.70354, -3.11490, 4.68824], [2.28446, -2.86642, 3.42788], [4.01532, -3.36674, 2.80896], [3.93933, -0.83655, 2.29344], [4.79364, -0.90522, 3.97890], [2.94271, 0.79581, 4.34604], [2.28686, -0.79814, 5.15144], [1.42477, -0.95102, 2.24880], [0.21637, -0.58538, 3.70348], [1.30779, 2.05280, 3.38538], [1.96031, 1.46277, 1.71838], [-0.22981, 2.54310, 1.11241], [-1.02279, 2.20758, 2.79052], [-2.19049, 0.27904, 1.90776], [-0.64475, -0.51484, 1.06356], [-1.49095, 1.98398, -0.57619], [-1.27789, 0.18924, -1.11316], [-5.84811, -2.56787, 1.65082], [-6.96662, -2.91506, 4.13468], [-7.73006, -1.50847, 5.19519], [-8.81608, -3.04298, 2.46665], [-9.17367, -1.19733, 2.63393], [-9.83460, -2.43872, 4.02034], [-7.38976, 2.66302, 4.78469], [-6.88003, 1.18539, 5.84115], [-5.75280, 3.04268, 2.82535], [5.12834, 6.68082, 4.48217], [5.15667, 5.47103, 4.30294], [4.67689, 4.87095, 3.04241], [4.70623, 3.54890, 2.84838], [5.22088, 2.63210, 3.88492], [5.24921, 1.42231, 3.70569], [5.70066, 3.23219, 5.14545], [5.67132, 4.55424, 5.33948], [4.30307, 5.55674, 2.29158], [4.35752, 3.09245, 1.93006], [6.07448, 2.54639, 5.89628], [6.02003, 5.01069, 6.25780], [1.40316, -4.63758, 2.05950], [1.76528, -5.53617, 1.31256], [1.78014, -5.35649, -0.15260], [2.17388, -6.33959, -0.96797], [2.61227, -7.64641, -0.43899], [2.97439, -8.54500, -1.18593], [2.59741, -7.82609, 1.02618], [2.20367, -6.84300, 1.84155], [1.45643, -4.39199, -0.52510], [2.19009, -6.22458, -2.04489], [2.92112, -8.79059, 1.39868], [2.18746, -6.95801, 2.91847], [-11.51566, 2.66695, -0.72623], [-12.25043, 2.99489, 0.19523], [-13.53312, 3.68183, -0.05378], [-14.33420, 4.04169, 0.95374], [-13.97203, 3.76653, 2.35835], [-14.70679, 4.09447, 3.27980], [-12.68933, 3.07958, 2.60736], [-11.88825, 2.71973, 1.59983], [-13.78497, 3.87591, -1.08951], [-15.27799, 4.54688, 0.78855], [-12.43748, 2.88551, 3.64308], [-10.94446, 2.21453, 1.76503], [5.75114, -2.68321, 1.45977], [6.75054, -2.99062, 2.09475], [7.56392, -4.16528, 1.72359], [8.65443, -4.50161, 2.41929], [9.09348, -3.71253, 3.58736], [10.09288, -4.01994, 4.22235], [8.28009, -2.53786, 3.95853], [7.18958, -2.20153, 3.26283], [7.22924, -4.73347, 0.86395], [9.26176, -5.36048, 2.16092], [8.61478, -1.96968, 4.81816], [6.58226, -1.34266, 3.52119], [-0.20021, 5.34804, -2.76145], [0.77680, 4.99314, -2.11648], [1.90781, 4.29515, -2.75901], [2.97386, 3.90585, -2.05309], [3.06721, 4.15826, -0.60141], [4.04423, 3.80336, 0.04356], [1.93621, 4.85625, 0.04112], [0.87016, 5.24555, -0.66480], [1.82466, 4.11804, -3.82462], [3.81159, 3.39218, -2.50871], [2.01936, 5.03336, 1.10674], [0.03243, 5.75922, -0.20917], [-18.84886, 6.03866, -5.28618], [-17.84946, 5.73125, -4.65119], [-17.03608, 4.55658, -5.02236], [-15.94557, 4.22026, -4.32666], [-15.50652, 5.00934, -3.15859], [-14.50712, 4.70193, -2.52360], [-16.31991, 6.18401, -2.78742], [-17.41042, 6.52033, -3.48312], [-17.37076, 3.98840, -5.88199], [-15.33824, 3.36139, -4.58503], [-15.98522, 6.75219, -1.92779], [-18.01774, 7.37920, -3.22475], [9.93999, -5.30719, 0.40701], [10.81960, -4.82225, -0.29130], [12.24040, -5.16454, -0.08303], [13.20089, -4.63252, -0.84509], [12.88268, -3.68135, -1.92851], [13.76228, -3.19641, -2.62683], [11.46188, -3.33906, -2.13678], [10.50138, -3.87108, -1.37473], [12.45755, -5.86424, 0.71514], [14.24787, -4.87233, -0.70516], [11.24473, -2.63936, -2.93496], [9.45440, -3.63127, -1.51465], [-5.77015, 5.75390, -5.58918], [-4.56402, 5.60938, -5.73367], [-3.72959, 5.01697, -4.66972], [-2.41156, 4.86149, -4.82767], [-1.73370, 5.27369, -6.07282], [-0.52757, 5.12917, -6.21731], [-2.56813, 5.86610, -7.13677], [-3.88616, 6.02158, -6.97882], [-4.24172, 4.71898, -3.76266], [-1.78491, 4.42945, -4.05703], [-2.05601, 6.16409, -8.04382], [-4.51282, 6.45363, -7.74946], [5.19070, 2.05855, -2.93133], [5.21903, 0.84876, -3.11056], [4.73926, 0.24867, -4.37108], [4.76859, -1.07338, -4.56512], [5.28324, -1.99018, -3.52858], [5.31157, -3.19996, -3.70781], [5.76302, -1.39009, -2.26805], [5.73368, -0.06804, -2.07402], [4.36543, 0.93447, -5.12192], [4.41988, -1.52983, -5.48344], [6.13684, -2.07589, -1.51721], [6.08239, 0.38841, -1.15570], [10.44221, -5.10982, -4.35272], [10.53898, -6.32901, -4.37955], [11.70036, -6.99271, -5.00399], [11.80413, -8.32485, -5.03474], [10.76329, -9.18976, -4.44450], [10.86007, -10.40895, -4.47132], [9.60192, -8.52607, -3.82005], [9.49814, -7.19392, -3.78931], [12.45571, -6.34452, -5.43190], [12.64896, -8.82762, -5.48942], [8.84656, -9.17425, -3.39214], [8.65331, -6.69116, -3.33462]],
  "forces_ev_per_a": [[-0.1, 0.3, -0.4], [0.0, -0.6, 0.6], [0.7, -0.2, -0.3], [1.5, -0.2, -0.8], [0.1, 0.5, 1.2], [0.7, 0.4, -0.7], [-1.1, 0.2, -0.1], [1.7, 0.3, -0.5], [0.4, 0.2, 0.2], [0.0, -2.1, -1.3], [-1.2, 7.2, 5.3], [-2.3, 1.1, 2.7], [0.6, 4.7, 0.4], [1.7, 0.8, -1.0], [0.3, -0.1, -0.9], [0.6, 0.6, -0.7], [1.9, -0.7, -3.6], [0.9, 0.0, -0.5], [-3.8, -0.5, -5.2], [5.9, 0.9, 7.2], [1.1, 0.3, -2.3], [0.2, -4.5, -1.5], [-1.5, -1.7, 1.4], [-0.4, 2.4, 0.8], [-0.8, -8.6, 0.9], [-0.6, 0.9, -2.1], [2.2, 0.0, 0.4], [-1.3, 1.2, 1.7], [-0.6, -0.6, 2.4], [-2.5, -0.2, -1.1], [-1.1, -1.9, -0.4], [0.4, 1.0, -1.9], [-0.8, 1.4, 2.0], [1.8, 1.0, -1.1], [-0.5, -1.5, -1.9], [-2.1, -0.6, 1.5], [-0.4, -1.6, 1.7], [1.1, -1.2, -1.7], [2.1, 0.1, -1.6], [-1.0, 2.0, 0.6], [-0.9, -2.2, 0.6], [-1.6, 1.4, 1.7], [-0.1, 2.8, 0.7], [-1.0, 2.5, 0.0], [0.3, -0.6, -2.4], [-0.3, 1.8, 2.0], [0.0, -2.2, 1.6], [1.7, 0.6, -1.6], [-0.5, -2.6, 0.1], [-1.7, 0.4, -1.7], [-0.2, -2.6, -0.3], [0.0, -0.8, -0.1], [-0.1, 0.9, 0.0], [-0.1, -0.4, -0.2], [-0.1, 0.1, 0.0], [0.0, -0.6, -0.1], [0.2, 0.8, 0.1], [0.1, 0.3, 0.3], [0.1, -0.5, 0.2], [0.1, 0.0, 0.0], [0.1, 0.1, 0.2], [0.0, 0.0, 0.0], [0.0, 0.0, 0.0], [0.1, -0.7, -0.6], [-0.3, 0.7, 0.5], [0.1, -0.2, -0.4], [-0.2, 0.4, 0.1], [0.3, -0.7, -0.6], [-0.2, 0.6, 0.5], [-0.1, 0.2, 0.4], [0.2, -0.4, -0.1], [0.0, 0.0, 0.1], [0.0, 0.0, 0.0], [0.0, 0.0, 0.0], [0.0, 0.0, 0.0], [-0.5, 0.2, 0.6], [0.5, -0.2, -0.5], [-0.3, 0.1, 0.1], [0.2, -0.1, -0.3], [-0.6, 0.3, 0.5], [0.4, -0.2, -0.5], [0.4, -0.2, -0.2], [0.0, 0.0, 0.5], [0.2, -0.2, 0.4], [0.0, 0.0, 0.0], [0.0, 0.0, 0.0], [0.0, 0.0, 0.0], [0.6, -0.1, 0.1], [-0.4, 0.0, -0.4], [0.2, -0.1, 0.2], [-0.5, -0.2, 0.2], [0.6, -0.2, 0.4], [-0.6, 0.2, -0.4], [-0.3, 0.3, -0.1], [0.3, 0.1, 0.4], [0.0, 0.0, 0.0], [-0.3, 0.2, 0.4], [0.0, 0.0, 0.0], [0.1, 0.0, -0.1], [0.6, -0.2, 0.6], [-0.6, 0.2, -0.6], [0.3, -0.2, 0.1], [-0.2, 0.0, -0.4], [0.5, -0.2, 0.2], [-0.6, 0.3, -0.6], [-0.4, 0.2, 0.0], [0.2, 0.0, 0.5], [0.0, 0.0, 0.0], [-0.1, 0.1, 0.1], [0.0, 0.0, 0.0], [0.0, 0.0, 0.0], [0.7, -0.2, 0.5], [-0.8, 0.2, -0.5], [0.4, -0.3, 0.1], [-0.3, -0.1, -0.3], [0.5, -0.2, 0.3], [-0.8, 0.5, -0.9], [-0.3, 0.3, -0.1], [0.3, 0.1, 0.4], [0.0, 0.0, 0.0], [0.0, 0.0, 0.0], [0.0, 0.0, 0.0], [0.0, 0.0, 0.0], [0.9, -0.1, -1.3], [-0.4, -0.1, 0.2], [0.4, 0.0, -0.1], [-0.1, -0.3, 0.4], [0.6, 0.4, -0.6], [-0.6, -0.4, 0.5], [-0.5, 0.0, 0.2], [0.2, 0.3, -0.2], [0.0, 0.0, 0.0], [0.0, 0.0, 0.0], [0.0, -0.1, 0.0], [0.0, 0.0, 0.0], [0.8, -0.1, -0.2], [-0.9, 0.1, 0.2], [0.4, -0.1, 0.1], [-0.4, -0.2, 0.3], [0.8, -0.1, 0.0], [-0.7, 0.1, 0.0], [-0.4, 0.2, -0.2], [0.4, 0.1, -0.3], [0.0, 0.0, 0.0], [0.0, 0.1, -0.1], [0.0, 0.0, 0.0], [0.0, 0.0, 0.0], [0.2, -0.8, -0.2], [0.0, 0.6, 0.1], [-0.1, -0.4, -0.3], [-0.1, 0.4, -0.2], [0.0, -0.9, -0.1], [0.0, 0.8, 0.1], [0.1, 0.4, 0.3], [0.1, -0.4, 0.2], [0.0, 0.0, 0.0], [0.0, 0.0, 0.0], [-0.1, 0.0, 0.0], [0.0, 0.0, 0.0], [0.0, -0.7, 0.0], [-0.1, 0.8, 0.0], [0.2, -0.4, -0.1], [0.2, 0.4, -0.1], [0.1, -1.0, 0.0], [-0.1, 0.9, 0.0], [-0.2, 0.4, 0.1], [-0.2, -0.4, 0.1], [0.0, 0.0, 0.0], [0.0, 0.0, 0.0], [0.0, 0.0, 0.0], [0.0, 0.0, 0.0]],
  "lowdin_charge": [-0.134, -0.259, -0.202, -0.206, -0.223, -0.203, -0.155, -0.155, -0.051, -0.197, -0.010, -0.013, 0.070, -0.078, -0.219, -0.137, -0.086, -0.147, -0.565, -0.076, 0.523, 0.071, -0.011, -0.213, -0.017, 0.088, 0.057, 0.058, 0.117, 0.070, 0.081, 0.112, 0.111, 0.119, 0.111, 0.121, 0.094, 0.119, 0.118, 0.110, 0.118, 0.139, 0.120, 0.116, 0.105, 0.089, 0.080, 0.084, 0.141, 0.128, 0.109, 0.098, -0.383, 0.026, 0.024, -0.366, 0.073, 0.025, 0.022, 0.114, 0.088, 0.122, 0.122, 0.082, -0.376, 0.026, 0.023, -0.386, 0.097, 0.020, 0.025, 0.123, 0.123, 0.122, 0.123, 0.105, -0.372, 0.024, 0.023, -0.389, 0.088, 0.021, 0.021, 0.072, 0.118, 0.117, 0.106, 0.062, -0.375, 0.025, 0.006, -0.373, 0.099, 0.029, 0.031, 0.122, 0.101, 0.123, 0.093, 0.092, -0.365, 0.040, 0.035, -0.353, 0.079, 0.023, 0.028, 0.127, 0.083, 0.118, 0.126, 0.105, -0.381, 0.025, 0.030, -0.352, 0.071, 0.028, 0.026, 0.124, 0.126, 0.124, 0.124, 0.048, -0.349, 0.032, 0.027, -0.379, 0.105, 0.013, 0.022, 0.125, 0.124, 0.127, 0.123, 0.097, -0.386, 0.029, 0.018, -0.380, 0.091, 0.019, 0.019, 0.124, 0.096, 0.120, 0.121, 0.073, -0.362, 0.027, 0.025, -0.382, 0.100, 0.028, 0.034, 0.124, 0.124, 0.114, 0.127, 0.088, -0.377, 0.024, 0.023, -0.383, 0.104, 0.026, 0.025, 0.124, 0.124, 0.125, 0.124],
  "smiles": "CCCCCCCCN1C(=O)c2cc(CC)c(CC(=O)Cl)cc2C1=O.O=C1C=CC(=O)C=C1.O=C1C=CC(=O)C=C1.O=C1C=CC(=O)C=C1.O=C1C=CC(=O)C=C1.O=C1C=CC(=O)C=C1.O=C1C=CC(=O)C=C1.O=C1C=CC(=O)C=C1.O=C1C=CC(=O)C=C1.O=C1C=CC(=O)C=C1.O=C1C=CC(=O)C=C1",
  "relative_energy_kcal_mol": 220.3,
  "orbital_gap_ev": 7.29,
  "molar_mass_g_mol": 1444.8
}